#P
Computed, not measured: 2 unconnected molecules or ions with the total composition C4H9S, with ωB97M-V/def2-TZVPD.

LUMO = 4.1 eV
E_HOMO = -2.0 eV
Gap between HOMO and LUMO = 6.027 eV

```
! wB97M-V def2-TZVPD RIJCOSX def2/J DEFGRID3
* xyz -1 1
S -1.452 0.665 -0.525
C 0.589 -2.278 0.695
C 1.436 -1.264 0.769
C -1.381 2.427 0.173
C 2.286 -0.698 -0.491
H -1.628 2.357 1.221
H 1.591 -1.064 -1.289
H 0.230 -2.612 1.752
H 0.050 -2.458 -0.232
H -0.200 2.604 0.110
H 1.824 -0.831 1.703
H -1.913 3.076 -0.582
H 3.331 -1.187 -0.612
H 2.366 0.351 -0.554
*
```

These are the natural (NBO) partial charges, in e, on atoms 1 to 5: -0.785 -0.448 -0.114 -0.754 -0.652


#Q
Computed, not measured: 2 unconnected molecules or ions with the total composition C4H9S, with ωB97M-V/def2-TZVPD.

LUMO = 3.5 eV
E_HOMO = -2.0 eV
Gap between HOMO and LUMO = 5.506 eV

```
! wB97M-V def2-TZVPD RIJCOSX def2/J DEFGRID3
* xyz -1 1
S 3.439 -0.651 1.409
C -2.272 -0.331 -0.336
C 3.123 0.971 0.649
C -1.817 0.810 -0.843
C -1.418 -1.539 -0.017
H 3.995 1.342 0.103
H 2.859 1.714 1.405
H -0.893 -1.902 -0.892
H -3.352 -0.447 -0.359
H -2.079 -2.325 0.350
H 2.348 0.984 -0.113
H -2.473 1.643 -1.055
H -0.758 0.948 -1.033
H -0.702 -1.216 0.732
*
```

These are the natural (NBO) partial charges, in e, on atoms 1 to 5: -0.742 -0.167 -0.742 -0.409 -0.663


Quick one: most stable of them? #Q


#P
Computed, not measured: C2H4N6 in the gas phase, with ωB97M-V/def2-TZVPD.

LUMO = 0.9 eV
SMILES = [H]/N=C/n1nn[nH]/c1=N\[H]
E_HOMO = -8.9 eV
Gap between HOMO and LUMO = 9.837 eV

```
! wB97M-V def2-TZVPD RIJCOSX def2/J DEFGRID3
* xyz 0 1
N 2.044 -1.014 -0.010
N 1.877 0.358 -0.007
N -0.041 -0.579 0.033
N 0.922 -1.553 -0.023
N -2.279 -0.036 -0.002
N -0.061 1.838 -0.032
C -1.408 -0.937 -0.001
C 0.508 0.705 0.038
H -3.229 -0.418 -0.074
H 0.521 2.693 0.043
H -1.555 -2.033 0.033
H 2.703 0.976 0.003
*
```

These are the natural (NBO) partial charges, in e, on atoms 1 to 5: -0.004 -0.464 -0.305 -0.020 -0.597


#Q
Computed, not measured: C2H4N6 in the gas phase, with ωB97M-V/def2-TZVPD.

LUMO = -0.2 eV
SMILES = [H]/N=C\n1nn/c(=N/[H])[nH]1
E_HOMO = -9.5 eV
Gap between HOMO and LUMO = 9.371 eV

```
! wB97M-V def2-TZVPD RIJCOSX def2/J DEFGRID3
* xyz 0 1
N -0.522 1.928 1.727
N -0.655 -0.311 0.654
N -0.979 -0.863 -1.440
N -1.564 -0.509 -0.363
N 1.332 -1.046 -2.226
N 0.627 -0.235 0.094
C 0.536 -0.759 -1.240
C -1.114 0.729 1.382
H 0.520 2.028 1.488
H 2.449 -0.952 -2.388
H -2.122 0.609 1.635
H 1.491 -0.620 0.676
*
```

These are the natural (NBO) partial charges, in e, on atoms 1 to 5: -0.650 -0.145 -0.168 0.048 -0.711


Quick one: most stable of them? #P


#P
Computed, not measured: C2H4N6 in the gas phase, with ωB97M-V/def2-TZVPD.

LUMO = 0.7 eV
SMILES = N/N=C\n1ncnn1
E_HOMO = -9.4 eV
Gap between HOMO and LUMO = 10.065 eV

```
! wB97M-V def2-TZVPD RIJCOSX def2/J DEFGRID3
* xyz 0 1
N 1.834 -0.083 1.605
N -1.091 -0.477 -1.485
N -0.930 0.538 0.461
N -0.315 -0.075 -0.471
N 2.025 -0.178 0.293
N -2.193 0.652 0.169
C -2.313 -0.029 -1.023
C 1.150 -0.190 -0.604
H 0.931 0.209 1.979
H 1.427 -0.481 -1.588
H 2.684 0.095 2.192
H -3.208 0.020 -1.530
*
```

These are the natural (NBO) partial charges, in e, on atoms 1 to 5: -0.622 -0.258 -0.068 -0.023 -0.185


#Q
Computed, not measured: C2H4N6 in the gas phase, with ωB97M-V/def2-TZVPD.

LUMO = -0.1 eV
SMILES = [H]/N=C/n1nnnc1N
E_HOMO = -9.6 eV
Gap between HOMO and LUMO = 9.564 eV

```
! wB97M-V def2-TZVPD RIJCOSX def2/J DEFGRID3
* xyz 0 1
N 1.504 0.879 0.703
N 1.662 -1.328 0.452
N -0.275 -1.741 -0.749
N -0.679 2.525 0.069
N 2.228 -0.203 1.037
N 0.365 0.473 0.148
C 0.537 -0.879 -0.041
C -0.797 1.221 -0.095
H -1.238 -1.731 -0.439
H -1.680 2.862 -0.118
H -1.953 0.594 -0.311
H 0.326 -2.670 -0.657
*
```

These are the natural (NBO) partial charges, in e, on atoms 1 to 5: -0.047 -0.348 -0.820 -0.563 -0.034


#R
Computed, not measured: C2H4N6 in the gas phase, with ωB97M-V/def2-TZVPD.

LUMO = -0.4 eV
SMILES = C=N/N=c1/nn[nH][nH]1
E_HOMO = -8.9 eV
Gap between HOMO and LUMO = 8.495 eV

```
! wB97M-V def2-TZVPD RIJCOSX def2/J DEFGRID3
* xyz 0 1
N 2.070 0.518 0.156
N -2.148 0.755 -0.122
N -0.704 1.128 0.030
N 1.076 -0.593 0.186
N -2.325 -0.586 -0.035
N -1.199 -1.262 -0.037
C -0.197 -0.243 0.007
C 3.192 -0.100 -0.152
H -2.667 1.068 0.729
H -0.217 1.781 -0.676
H 3.469 -1.147 -0.427
H 4.058 0.635 -0.008
*
```

These are the natural (NBO) partial charges, in e, on atoms 1 to 5: -0.288 -0.275 -0.496 -0.357 0.048


Quick one: most stable of them? #P


#P
Computed, not measured: C2H4N6 in the gas phase, with ωB97M-V/def2-TZVPD.

LUMO = -0.8 eV
SMILES = [H]/N=c1\nnc(N)n[nH]1
E_HOMO = -8.3 eV
Gap between HOMO and LUMO = 7.489 eV

```
! wB97M-V def2-TZVPD RIJCOSX def2/J DEFGRID3
* xyz 0 1
N 0.123 -1.295 0.182
N 0.779 -0.640 -0.755
N -0.489 1.279 -0.122
N -1.255 -1.491 2.027
N 0.948 1.455 -1.809
N -1.003 0.571 0.772
C -0.783 -0.803 1.065
C 0.367 0.611 -0.908
H 1.991 1.189 -1.993
H 0.646 -2.210 0.470
H -2.006 -1.054 2.660
H 0.682 2.389 -1.588
*
```

These are the natural (NBO) partial charges, in e, on atoms 1 to 5: -0.357 -0.239 -0.155 -0.739 -0.798


#Q
Computed, not measured: C2H4N6 in the gas phase, with ωB97M-V/def2-TZVPD.

LUMO = -0.7 eV
SMILES = [H]/N=c1/cnnnn1N
E_HOMO = -9.5 eV
Gap between HOMO and LUMO = 8.769 eV

```
! wB97M-V def2-TZVPD RIJCOSX def2/J DEFGRID3
* xyz 0 1
N -2.391 0.311 -0.001
N 0.192 -0.643 -0.248
N 1.029 1.560 -0.136
N -0.878 -1.471 -0.147
N 1.354 -1.391 -0.010
N -2.080 -1.077 -0.164
C -1.309 1.158 0.028
C 0.081 0.717 -0.139
H 2.214 -0.854 -0.058
H 1.913 1.141 -0.336
H 1.360 -1.664 0.997
H -1.484 2.214 0.215
*
```

These are the natural (NBO) partial charges, in e, on atoms 1 to 5: -0.227 -0.094 -0.672 0.020 -0.613


Quick one: most stable of them? #P


#P
Computed, not measured: 2 unconnected molecules or ions with the total composition C6H14BNO, with ωB97M-V/def2-TZVPD.

LUMO = 0.6 eV
SMILES = C[C@@H]1NC1(C)C.CB=O
E_HOMO = -8.3 eV
Gap between HOMO and LUMO = 8.854 eV

```
! wB97M-V def2-TZVPD RIJCOSX def2/J DEFGRID3
* xyz 0 1
O -1.260 1.380 -1.068
N 0.510 0.255 0.125
C -0.336 -0.077 1.289
C 0.874 3.048 -1.521
C -0.641 -1.612 -0.822
C -1.871 -0.059 1.416
C 0.217 -1.134 0.240
C 1.510 -1.907 0.588
B -0.296 2.033 -1.367
H -1.208 -2.492 -0.378
H -2.466 -0.806 0.709
H 1.130 -2.588 1.390
H 1.460 0.425 0.309
H 0.557 4.127 -1.880
H 1.319 3.274 -0.547
H -1.258 -0.891 -1.213
H 2.251 -1.244 0.911
H 1.856 -2.442 -0.288
H -2.481 0.852 1.313
H 1.723 2.655 -2.155
H 0.349 -0.284 2.092
H -2.003 -0.519 2.359
H 0.067 -1.993 -1.500
*
```

These are the natural (NBO) partial charges, in e, on atoms 1 to 5: -0.861 -0.626 -0.090 -1.076 -0.624


#Q
Computed, not measured: 2 unconnected molecules or ions with the total composition C6H14BNO, with ωB97M-V/def2-TZVPD.

LUMO (spin up / spin down) = 0.5 / 0.6 eV
E_HOMO (spin up / spin down) = -5.7 / -5.6 eV
Gap between HOMO and LUMO (spin up / spin down) = 6.241 / 6.171 eV

```
! wB97M-V def2-TZVPD RIJCOSX def2/J DEFGRID3
* xyz 0 1
O 0.980 2.176 0.081
N -0.790 -1.184 0.394
C 2.153 1.909 0.615
C 3.042 3.098 0.902
C -1.671 2.166 -0.388
C -0.699 -3.643 0.571
C -1.316 -2.342 -1.565
C -0.998 -2.326 -0.129
B -0.122 2.318 -0.425
H 2.627 1.047 0.174
H -0.861 -1.210 1.457
H -2.010 2.343 0.656
H 2.463 3.978 0.559
H -2.098 1.191 -0.638
H 3.517 3.210 1.901
H -0.964 -4.575 0.163
H -1.918 -1.478 -1.679
H -1.791 -3.305 -1.691
H 3.871 3.080 0.253
H -0.448 -2.284 -2.323
H 0.303 -3.527 0.619
H -1.095 -3.547 1.529
H -2.177 2.905 -1.036
*
```

These are the natural (NBO) partial charges, in e, on atoms 1 to 5: -0.579 -0.667 -0.179 -0.658 -1.044


Quick one: most stable of them? #P


#P
Computed, not measured: 2 unconnected molecules or ions with the total composition C2H4O4, with ωB97M-V/def2-TZVPD.

LUMO = 0.7 eV
SMILES = O=C(O)O.C=O
E_HOMO = -10.3 eV
Gap between HOMO and LUMO = 11.066 eV

```
! wB97M-V def2-TZVPD RIJCOSX def2/J DEFGRID3
* xyz 0 1
O 0.129 -0.404 1.630
O 0.147 0.210 -1.305
O 0.434 1.810 1.359
O 0.738 0.976 3.323
C 0.433 0.678 2.041
C -0.577 -0.322 -2.054
H -0.733 -1.432 -2.164
H 0.037 1.762 0.527
H -1.235 0.292 -2.773
H 0.898 0.212 3.847
*
```

These are the natural (NBO) partial charges, in e, on atoms 1 to 5: -0.624 -0.502 -0.678 -0.687 0.980


#Q
Computed, not measured: 2 unconnected molecules or ions with the total composition C2H4O4, with ωB97M-V/def2-TZVPD.

LUMO = 0.2 eV
SMILES = O=CO.O=CO
E_HOMO = -10.5 eV
Gap between HOMO and LUMO = 10.687 eV

```
! wB97M-V def2-TZVPD RIJCOSX def2/J DEFGRID3
* xyz 0 1
O 0.320 -4.472 -1.043
O 2.337 -3.471 -0.407
O 6.123 -1.571 -0.386
O 4.368 -0.935 -1.535
C 1.704 -4.317 -1.010
C 5.406 -1.683 -1.405
H 5.453 -2.297 -2.326
H 2.106 -5.116 -1.665
H 0.103 -5.228 -1.655
H 3.882 -1.455 -2.231
*
```

These are the natural (NBO) partial charges, in e, on atoms 1 to 5: -0.684 -0.538 -0.568 -0.623 0.650


Quick one: most stable of them? #P


#P
Computed, not measured: 2 unconnected molecules or ions with the total composition C3H11NS, with ωB97M-V/def2-TZVPD.

LUMO = -0.5 eV
E_HOMO = -5.6 eV
Gap between HOMO and LUMO = 5.098 eV

```
! wB97M-V def2-TZVPD RIJCOSX def2/J DEFGRID3
* xyz 0 1
S 1.930 -0.395 0.727
N -1.734 -0.305 -0.075
C 3.676 -0.377 0.927
C -1.457 -0.357 -1.506
C -1.725 1.072 0.431
H -1.023 -0.894 0.405
H -1.873 -1.233 -2.018
H 4.289 0.147 0.170
H 4.176 -1.383 0.948
H -2.057 0.347 -2.106
H -1.944 1.131 1.506
H -0.725 1.513 0.564
H -0.470 -0.287 -1.963
H 4.059 0.011 1.878
H -2.649 -0.701 0.131
H -2.473 1.711 -0.018
*
```

These are the natural (NBO) partial charges, in e, on atoms 1 to 5: -0.758 -0.498 -0.751 -0.468 -0.469


#Q
Computed, not measured: 2 unconnected molecules or ions with the total composition C3H11NS, with ωB97M-V/def2-TZVPD.

LUMO = 0.7 eV
SMILES = CCN.CS
E_HOMO = -9.1 eV
Gap between HOMO and LUMO = 9.774 eV

```
! wB97M-V def2-TZVPD RIJCOSX def2/J DEFGRID3
* xyz 0 1
S 2.209 2.954 1.233
N -1.584 -1.775 -0.674
C -2.693 -3.026 -2.460
C -1.374 -2.699 -1.778
C 1.404 1.832 2.428
H 1.141 0.877 2.002
H -0.868 -3.622 -1.486
H 0.515 2.326 2.808
H 2.107 1.716 3.239
H 1.411 2.700 0.193
H -0.733 -1.286 -0.425
H -0.703 -2.220 -2.488
H -3.183 -2.071 -2.694
H -2.549 -3.642 -3.343
H -1.918 -2.220 0.170
H -3.356 -3.529 -1.756
*
```

These are the natural (NBO) partial charges, in e, on atoms 1 to 5: -0.053 -0.844 -0.612 -0.213 -0.718


Quick one: most stable of them? #Q